1.
The following is a DFT calculation (ωB97M-V with the def2-TZVPD basis set) of a structure of composition C15H16Al2B2CaCl3F13INO7V.

```
62
Properties=species:S:1:pos:R:3:forces:R:3
I 1.0876 -1.0212 0.4295 0.09 -0.01 -0.45
V 6.7632 4.6857 0.1494 0.82 -6.54 -0.30
Ca -6.6303 2.4463 -1.1046 -0.88 -0.18 0.00
Cl -4.2221 -0.8793 6.0082 0.00 -0.08 0.18
Cl -4.2995 -2.4702 3.5860 0.05 0.01 -0.10
Cl -6.6309 -0.9253 4.3835 -0.06 0.00 -0.02
Al 5.2167 -2.0537 -6.3442 0.39 -0.97 -0.01
Al -4.9905 -3.8409 9.0126 0.01 -0.06 0.01
F 6.8751 1.4270 -1.5462 0.02 0.41 0.44
F 4.4022 -3.8747 -4.3424 0.24 0.57 -0.19
F 2.1137 -4.2957 -4.4519 0.18 0.02 0.15
F -4.0488 -2.4718 9.2819 0.21 0.35 -0.04
F 4.6053 1.8255 -1.4860 0.03 -0.04 0.10
F -4.2051 -4.8318 7.9019 0.16 -0.14 -0.25
F 1.1476 -3.3825 -7.1402 0.88 1.79 1.69
F 3.5371 -6.0107 -3.9476 0.20 0.11 0.22
F 5.8671 2.5652 -3.2555 -0.06 0.08 0.01
F -5.2208 -4.6728 10.4481 -0.04 -0.15 0.29
F -6.4706 -3.3667 8.3746 -0.30 0.15 -0.19
F 3.5575 -5.0974 -6.0500 0.09 0.29 -0.22
F 5.5006 0.3161 -3.0036 -0.34 -0.25 -0.06
O 7.3918 5.0385 1.5754 0.03 2.94 0.88
O -2.3707 0.5350 3.2286 -0.23 -0.10 -0.19
O -3.9602 2.0594 2.6508 0.35 -0.26 0.10
O -4.2621 2.3534 -0.5196 -0.05 1.09 0.51
O 6.0939 4.7307 -1.2852 -0.88 3.03 -1.05
O -6.3340 0.5023 -1.6389 -0.51 1.72 0.26
O -0.7172 -0.9510 2.8413 0.16 -0.02 0.18
N 1.5181 -0.7420 -2.7060 -0.23 -0.91 -0.50
C -0.9444 1.0050 1.4282 -0.56 0.51 -0.29
C 1.2211 2.6811 2.1382 0.33 0.36 -0.29
C -2.8850 1.5405 2.4941 -0.51 0.48 0.13
C -1.9458 1.8969 1.4194 0.90 -0.67 -0.38
C -4.8655 -1.0020 4.3922 -0.05 -0.02 0.13
C 0.2214 0.9399 0.5003 -0.02 0.28 -0.09
C 0.3771 -1.7151 -4.5320 -0.13 -0.43 -1.00
C -3.7216 3.1250 0.2755 -0.16 -0.62 -0.38
C -2.2443 3.0726 0.5518 0.01 0.23 0.22
C 0.3930 -1.0669 -3.2851 -0.16 0.60 0.71
C 1.5816 -1.9959 -5.0955 -0.03 1.10 2.24
C 2.6712 -0.9999 -3.2350 0.30 0.73 0.95
C 2.7397 -1.6575 -4.4812 0.24 0.03 -1.24
C -1.2481 0.0566 2.5442 -0.03 -0.05 0.35
C 1.2978 2.0220 0.7632 0.20 -0.22 0.59
B 3.3847 -4.8805 -4.6837 -0.17 -0.38 -0.44
B 5.7097 1.5355 -2.3336 0.16 0.16 -0.13
H 1.2587 2.7861 -0.0103 -0.12 -0.01 -0.15
H -1.9533 3.9752 1.0917 -0.07 0.10 0.06
H -5.5182 0.9205 -1.3477 1.53 -2.03 -0.26
H -4.3020 3.8790 0.8154 -0.05 0.12 -0.03
H -0.1689 1.1002 -0.5020 -0.01 -0.23 -0.14
H 1.6062 -2.5377 -6.1530 -0.91 -2.18 -2.63
H 3.5813 -0.7082 -2.7045 0.18 -0.12 -0.30
H -0.5331 -0.8223 -2.7786 -0.14 -0.17 -0.19
H 2.2762 1.5583 0.6841 0.08 -0.05 -0.24
H 1.0845 1.9739 2.9521 -0.10 -0.05 0.06
H -4.5092 -0.1580 3.8276 -0.07 0.03 -0.07
H -1.6831 3.0740 -0.3812 -0.04 -0.25 -0.13
H 0.4743 3.4713 2.1710 -0.29 -0.14 0.19
H 2.1673 3.1886 2.3114 0.11 0.01 0.13
H -0.5651 -1.9767 -4.9965 -0.12 0.00 0.24
H 3.7270 -1.8787 -4.8900 -0.63 0.04 0.98
```
Positions in Å, forces in eV/Å.

Calculated values
maximum force: 6.6 eV/A
HOMO-LUMO gap: 0.8 eV
total charge: +1
electronic energy: -171300.2400 eV
HOMO level: -0.3802 Ha

---

2.
The following is a DFT calculation (ωB97M-V with the def2-TZVPD basis set) of a structure of composition C15H16AlBBr3CaCsF13NO7.

```
59
Properties=species:S:1:pos:R:3:forces:R:3
Cs -5.9083 2.7603 -3.5834 -3.63 0.16 -2.21
Br 4.1471 -4.3693 -1.8385 -0.25 -0.01 0.23
Br 1.9435 -6.3949 -2.9411 -0.62 -0.76 -0.75
Br 3.9229 -7.3156 -0.5740 -0.30 0.27 -0.59
Ca 0.1659 -4.6494 -1.9087 0.82 0.20 0.99
Al 0.7498 -0.9956 3.0177 1.75 -0.43 0.76
F 1.2293 -5.0768 0.8628 -0.08 -0.09 1.27
F 5.6615 -0.5985 0.8187 0.10 -0.60 -0.89
F 6.2075 -2.7770 0.1594 -0.29 0.50 -0.52
F 5.0742 -1.3580 -1.3110 -0.14 -0.45 0.06
F -4.0905 2.6681 -2.4664 3.36 0.18 1.25
F -2.0249 -4.2141 3.6014 1.71 -1.95 -1.98
F -1.3956 -6.3530 3.3622 0.61 2.89 -1.95
F 0.5351 -4.4500 4.4386 -0.53 -0.72 -3.59
F -1.6536 6.9362 -0.4791 -0.69 -0.08 -1.28
F 0.2786 -3.1644 2.6040 -0.27 -2.48 -0.19
F 1.2630 -6.7658 2.3898 -0.45 3.08 -0.21
F -1.5796 -4.9343 1.4966 0.69 -0.83 2.27
F 7.3134 -0.9494 -0.7901 -1.05 -0.45 0.24
O -0.3011 8.0279 -4.3788 -1.74 -0.49 0.92
O -2.0184 4.3813 -1.9764 -0.28 0.33 -0.02
O 2.7066 -2.7250 3.9276 -0.32 -2.30 -3.54
O -4.4190 5.5923 -1.5556 1.83 0.71 -1.25
O 3.7696 -2.8028 1.9179 -1.87 -2.63 1.22
O -4.0322 2.3111 -0.1658 0.09 0.36 1.08
O -2.6705 9.2738 -3.8858 0.04 -0.48 0.14
N 3.3059 -5.6428 4.0178 -0.38 -0.04 -0.82
C 2.8858 -5.0036 2.7326 1.72 -0.20 -0.77
C 1.4229 -5.3516 2.2787 1.54 -1.18 0.60
C -3.4381 6.2191 -2.2352 -1.36 -1.81 2.13
C -1.2710 7.4040 -3.6769 1.82 1.04 -0.98
C -2.5460 8.1455 -3.4546 -0.19 0.39 -0.02
C -2.7619 1.7311 1.7991 -0.21 0.07 0.35
C -1.6874 1.8411 -0.4635 0.24 0.02 -0.26
C 0.3111 -4.5317 3.0560 -0.82 0.01 2.25
C -1.1950 -5.0832 2.8507 -1.47 0.97 1.96
C 3.7228 -6.2274 -2.1612 1.69 0.66 1.26
C -3.6187 7.4684 -2.7135 -0.46 1.51 -0.12
C -2.7491 2.4354 0.4505 0.12 -0.59 -0.12
C -1.0924 6.1632 -3.1958 -0.03 -0.92 0.52
C -2.1548 5.4938 -2.4381 0.92 -0.14 -0.18
C 3.1527 -3.4268 2.8114 0.12 4.41 1.42
B 6.0691 -1.4169 -0.2769 0.89 0.51 0.75
H -1.8869 0.7796 -0.6533 -0.04 -0.03 0.19
H -2.5600 3.5024 0.5927 -0.16 -0.06 -0.09
H -0.6665 8.9051 -4.6125 0.31 0.07 -0.13
H -3.5339 2.1514 2.4482 0.12 0.02 -0.04
H -4.5447 8.0117 -2.5728 0.03 0.04 0.11
H -2.9943 0.6671 1.6791 0.09 0.01 -0.08
H 4.2919 -5.3431 4.1438 -0.93 -0.27 0.12
H -0.6908 1.9364 -0.0241 -0.07 -0.02 0.02
H -0.1711 5.6162 -3.3447 0.02 0.06 0.05
H 3.3046 -6.6716 3.9032 0.12 0.85 0.08
H -4.0553 4.7092 -1.3117 -0.12 -0.34 0.03
H 3.5953 -5.4347 1.9307 -1.46 1.01 0.49
H -4.2080 1.3705 -0.2971 0.07 0.15 -0.13
H -1.7951 1.8236 2.3011 -0.05 0.02 -0.06
H -1.6911 2.3396 -1.4303 -0.03 -0.11 0.17
H 4.4312 -6.6038 -2.8994 -0.50 -0.07 -0.16
```
Positions in Å, forces in eV/Å.

Calculated values
maximum force: 4.6 eV/A
HOMO-LUMO gap: 1.2 eV
total charge: +2
electronic energy: -303328.6475 eV
HOMO level: -0.4521 Ha

---

3.
The following is a DFT calculation (ωB97M-V with the def2-TZVPD basis set) of an isolated molecule of C15H16BrFN4.

```
37
Properties=species:S:1:pos:R:3:forces:R:3
Br 6.1436 -4.0803 -3.6846 -0.38 0.11 0.19
F 0.3585 1.6445 1.4567 1.99 -1.33 0.83
N -0.9473 -0.4551 -1.2231 -0.89 1.08 -0.23
N -0.1916 -1.1719 -1.9543 -0.16 -1.59 -1.15
N -2.4837 1.0383 2.6995 0.17 -0.75 1.11
N 0.9621 -1.4207 -1.3083 0.01 1.29 0.14
C 3.3940 -1.4862 -1.6265 1.94 -1.39 -0.16
C 2.0896 -3.1030 -2.7956 0.66 0.18 0.31
C -1.5522 2.1666 0.4975 -1.51 -1.85 1.29
C -1.5811 3.1182 1.6588 1.44 1.01 -0.03
C -1.8850 2.3828 2.9664 -0.75 -0.20 -0.08
C -0.7360 0.9496 0.9947 -0.72 -1.17 -2.39
C -0.2943 -0.0595 -0.1130 1.98 -0.05 1.09
C 4.5637 -3.3227 -2.9893 -1.38 2.06 2.16
C 0.9297 -0.7188 -0.1486 -0.12 1.24 0.60
C -3.0321 1.7114 0.4302 0.41 0.59 -0.86
C -1.4771 0.1229 2.0906 -0.56 1.86 0.51
C 2.1182 -1.9618 -1.9509 1.30 -1.53 -0.37
C -3.6363 1.2256 1.7937 1.14 2.51 -0.59
C 4.5779 -2.2156 -2.0658 -0.26 1.21 -1.15
C 3.2862 -3.7593 -3.2801 -2.30 -0.31 -0.65
H -2.9528 1.0109 -0.3601 -0.99 -1.32 -0.67
H 1.0989 -3.4897 -3.0471 0.47 -0.10 -0.06
H 3.5715 -0.6201 -0.9681 -0.24 -0.50 -0.50
H -0.5887 3.5962 1.7706 -0.87 0.38 -0.12
H -3.5401 2.5759 0.0376 -0.70 0.22 -0.20
H -2.3721 3.7988 1.3888 -0.03 0.83 0.29
H -1.1562 2.5838 -0.4494 -0.33 -0.34 0.56
H -2.6412 2.9385 3.5251 0.08 -0.02 0.07
H -0.7739 -0.2637 2.8514 -0.15 0.38 -0.30
H -2.0294 -0.7391 1.7060 0.28 0.20 -0.35
H 3.0978 -4.6363 -3.9409 0.34 0.78 0.57
H -4.3790 0.4696 1.6505 0.36 -1.43 0.14
H -0.9636 2.4077 3.5773 -0.55 -0.88 -0.17
H 5.5558 -1.7208 -1.9024 -0.71 -0.50 0.28
H -4.3023 2.0230 2.2129 0.90 -0.22 -0.14
H 1.7684 -0.5399 0.5000 0.10 -0.45 0.02
```
Positions in Å, forces in eV/Å.

Calculated values
maximum force: 3.3 eV/A
SMILES: F[C@@]1(c2cn(-c3ccc(Br)cc3)nn2)CN2CCC1CC2
HOMO-LUMO gap: 8.6 eV
total charge: 0
electronic energy: -94532.2331 eV
HOMO level: -0.3063 Ha

---

4.
The following is a DFT calculation (ωB97M-V with the def2-TZVPD basis set) of an isolated molecule of C15H16BrN5O6.

```
43
Properties=species:S:1:pos:R:3:forces:R:3
Br -4.1798 5.3035 -1.2817 0.07 -0.89 0.26
O -3.3289 -0.6634 -0.6984 -0.18 0.53 -0.22
O 4.0619 -1.8228 -2.8226 0.30 0.41 0.29
O -0.2693 -2.5881 1.5050 1.27 0.71 0.26
O 4.5998 1.4274 -0.1146 -0.55 -0.69 0.59
O 4.7671 0.2235 -2.6654 0.09 -0.19 0.18
O -5.8434 0.4245 -1.9702 0.78 0.42 0.23
N -0.9277 -0.1444 0.3612 0.68 0.96 0.75
N 3.3522 -0.0481 1.2416 0.04 -0.53 0.51
N 2.9422 -1.3316 1.0480 0.36 -1.76 -1.12
N 4.2978 -0.7916 -2.1900 -0.04 -0.36 -1.65
N 0.3222 -0.5048 0.8990 1.55 0.56 0.20
C -2.6446 1.4981 -0.2689 1.55 -0.07 1.32
C 3.2603 -1.8116 -0.2061 -0.58 0.14 0.60
C -2.9207 2.8573 -0.3410 0.73 2.76 -0.26
C 3.9026 -0.7928 -0.8536 -0.13 0.55 2.58
C -4.0115 3.4019 -0.9798 1.32 0.02 0.83
C -1.3718 1.1142 0.3649 -1.49 -0.31 -1.38
C -4.8048 1.1204 -1.3828 -0.75 2.16 -0.33
C 3.9889 0.2429 0.1526 0.93 1.83 -2.41
C -4.9649 2.5262 -1.4610 -0.95 -2.22 -0.92
C -5.9735 -0.9575 -1.7074 -1.20 -0.57 -0.15
C -3.5993 0.5817 -0.7853 0.24 -2.61 0.02
C 0.6185 -1.7378 1.4549 -3.44 -1.52 -0.46
C 2.0263 -1.9944 1.9766 0.22 0.46 0.67
C 4.6941 2.3468 0.9764 0.11 1.02 0.05
C 2.3913 -3.4700 2.2463 -0.18 0.12 -1.22
H 1.8858 -3.8888 3.1065 -0.56 0.11 -0.10
H 3.4422 -3.5338 2.4960 0.35 0.21 -0.14
H -6.9356 -1.3312 -2.1392 0.54 0.79 0.38
H 5.4001 1.9861 1.7192 0.04 -0.18 0.11
H 5.0817 3.3270 0.5924 -0.42 -1.10 0.04
H 3.0080 -2.7839 -0.6535 -0.04 0.55 0.74
H -5.2163 -1.5253 -2.1967 0.81 -0.36 -0.12
H -2.1341 3.5293 0.0068 -0.26 0.04 0.04
H -5.9710 -1.1403 -0.6403 0.07 -0.20 0.19
H 2.2056 -4.0857 1.3441 -0.01 0.18 0.64
H -5.8412 2.8940 -2.0070 0.28 -0.20 0.34
H -1.5807 -0.8403 -0.0030 -0.31 -0.51 -0.18
H 3.7260 2.5217 1.4656 0.18 -0.15 -0.24
H -0.7180 1.9157 0.7551 -0.39 -0.65 -0.14
H 1.1681 0.0489 0.6934 -1.19 0.23 -0.21
H 2.0944 -1.5032 2.9628 0.15 0.28 -0.56
```
Positions in Å, forces in eV/Å.

Calculated values
maximum force: 3.8 eV/A
SMILES: COC1=CC(Br)=C/C(=C/NNC(=O)[C@@H](C)n2cc([N+](=O)[O-])c(OC)n2)C1=O
HOMO-LUMO gap: 6.6 eV
total charge: 0
electronic energy: -105586.2612 eV
HOMO level: -0.2719 Ha

---

5.
The following is a DFT calculation (ωB97M-V with the def2-TZVPD basis set) of an isolated molecule of C15H16Cl2N2O2.

```
37
Properties=species:S:1:pos:R:3:forces:R:3
Cl 6.5970 1.1677 2.2801 -0.45 -0.01 -0.12
Cl 1.9076 3.6295 0.6503 1.59 -2.41 -0.25
O -1.4516 -2.5241 -2.0257 -1.99 -3.67 -11.84
O -5.3607 -0.4463 -0.3044 5.13 -2.61 0.96
N -2.0788 -2.0398 -0.0508 1.61 4.26 7.14
N 0.4076 -0.7169 0.4781 3.30 -7.90 1.36
C 3.7895 -0.1262 -0.1966 -9.41 0.48 -8.44
C 2.9766 2.0786 0.4825 1.34 1.56 -1.02
C -5.5946 0.8036 -0.1192 0.79 1.81 0.57
C -3.4901 0.6447 0.7304 -8.44 -5.36 -4.86
C 4.2787 2.0730 0.9918 2.05 2.22 7.46
C 1.5063 0.8863 -0.9861 -2.08 1.55 -7.18
C -3.4353 -1.7623 -0.2660 -0.17 -8.06 0.79
C -3.9881 -0.5439 0.1152 -0.81 2.51 0.54
C 0.4233 -1.9368 -0.4097 -4.52 5.50 -6.02
C -1.2284 -2.1638 -1.0074 7.32 2.81 8.96
C 5.1528 1.0159 1.3735 -2.87 0.05 -5.23
C 4.8583 -0.1211 0.4341 1.93 6.89 6.41
C 2.8050 1.0706 -0.3904 -0.08 -3.41 2.59
C -4.5687 1.4946 0.3597 0.52 0.48 1.61
C 0.2470 0.3634 -0.3005 4.50 7.82 5.37
H 5.4719 -0.8162 0.4417 5.54 -6.76 -0.11
H -0.6122 0.5826 -0.7760 -2.93 -0.29 -2.03
H -1.6372 -1.5343 0.8597 -1.18 -1.66 -2.75
H 1.3973 -0.8472 0.9703 -2.74 1.43 -1.06
H 0.6814 -2.8290 -0.2158 1.82 -6.38 3.82
H -3.8095 -2.6358 0.4166 -0.78 1.56 -0.48
H 4.4293 2.8672 1.8115 -0.03 -0.28 -1.72
H 0.1998 1.2453 0.6527 -0.40 -1.63 -2.47
H 3.4862 -0.9635 -1.0499 1.04 1.89 2.59
H 1.2477 2.0081 -1.5859 0.41 -3.12 1.96
H -6.5652 0.8961 -0.2652 -4.29 2.08 -0.72
H -3.5609 -2.4126 -1.1733 -1.04 2.02 -0.34
H 0.9907 -2.0453 -1.4805 -0.91 1.83 1.94
H 1.5731 0.2280 -1.9316 0.43 0.72 1.16
H -2.5934 0.9471 0.8081 6.54 1.64 1.21
H -4.4522 2.4628 0.6786 -0.75 2.43 0.22
```
Positions in Å, forces in eV/Å.

Calculated values
maximum force: 12.6 eV/A
SMILES: O=C(CNCCc1ccc(Cl)cc1Cl)NCc1ccco1
HOMO-LUMO gap: 8.4 eV
total charge: 0
electronic energy: -47923.0360 eV
HOMO level: -0.3046 Ha

---

Number 1: LUMO energy -9.516 eV. Number 2: LUMO energy -11.092 eV. Number 3: LUMO energy 0.265 eV. Number 4: LUMO energy -0.793 eV. Number 5: LUMO energy 0.085 eV.